Formula: C33H92N4O13
Source: OMol25
Level of theory: wB97M-V/def2-TZVPD

The geometry in XYZ format:
```
142
Properties=species:S:1:pos:R:3:forces:R:3:mulliken_charge:R:1
C -29.647969 -9.869980 2.384826 0.4046 1.6599 0.1377 0.65
O -29.146450 -8.828694 2.738853 0.5524 1.0341 0.6438 -0.65
N -30.497343 -10.603295 3.017218 -3.7261 -2.6136 3.7119 -0.36
N -29.453750 -10.420158 1.221777 2.4785 -0.0164 -5.2660 -0.40
H -30.981755 -10.297245 3.848949 0.3332 -0.0121 -0.1965 0.22
H -30.942717 -11.316954 2.458257 -0.1903 0.1548 0.7027 0.16
H -29.014691 -9.767452 0.588299 0.2083 -0.4567 -0.2808 0.20
H -29.873246 -11.230648 0.789069 -0.0349 0.3087 0.5358 0.18
C -30.136974 -8.230848 9.261906 4.8487 1.7228 1.2390 0.67
O -29.091477 -7.942464 9.849958 -0.1496 -0.4399 -0.1226 -0.65
N -31.287052 -8.340267 9.806382 -4.4088 -0.6265 3.2858 -0.40
N -30.283967 -8.340672 7.970169 -0.0989 -0.9316 -4.6500 -0.40
H -32.077927 -8.320308 9.178516 -0.2528 -0.0375 1.0503 0.17
H -31.344069 -8.397712 10.813137 -0.3779 0.2137 -0.3324 0.22
H -29.520413 -8.464706 7.320775 0.0406 0.1557 0.4297 0.22
H -31.116305 -8.875609 7.767335 0.4701 0.0393 -0.8742 0.16
C -23.883742 -9.804278 1.680349 0.0526 2.2967 0.0291 -0.93
C -24.116011 -8.349185 1.048080 0.3487 -1.7214 1.1470 -0.21
O -24.400208 -8.508723 -0.293943 -0.6255 0.0874 -1.9764 -0.51
H -22.999988 -10.201971 1.181424 -0.1742 -0.2675 -0.0193 0.27
H -24.744207 -10.470332 1.616579 0.0747 0.1873 -0.2070 0.27
H -23.625835 -9.627932 2.724613 -0.0211 -0.3186 0.1803 0.32
H -23.218371 -7.758485 1.230892 0.1091 0.0625 -0.0397 0.28
H -24.960287 -7.788249 1.448886 -0.0094 -0.3046 0.5004 0.22
H -23.672927 -8.341795 -0.897936 0.1802 0.0088 0.3717 0.29
C -26.413756 -3.230056 6.034150 -0.8133 -0.2261 0.1782 -1.09
C -27.599546 -4.134147 5.566794 1.4984 0.5098 0.7824 -0.04
O -27.445453 -4.421138 4.214734 0.3007 0.2420 -1.5537 -0.50
H -26.634835 -2.871601 7.039495 -0.0286 -0.0930 0.1848 0.33
H -26.331755 -2.324067 5.433683 -0.0162 -0.1572 -0.2966 0.28
H -25.446808 -3.731203 6.078597 -0.1264 -0.1450 -0.2540 0.31
H -28.512201 -3.565959 5.746571 -0.2980 -0.2652 0.1176 0.18
H -27.555610 -5.075087 6.115263 -0.3667 0.1439 0.4459 0.25
H -27.755403 -5.291392 3.953610 -0.1500 -0.0162 0.3444 0.28
C -29.485668 -6.023465 -2.250244 -0.6680 0.1288 -0.1228 -1.24
C -28.579913 -6.836267 -3.155420 0.2463 2.1327 -0.3738 0.43
C -27.339092 -6.055882 -3.538759 0.9964 0.7997 -0.5004 -1.28
O -28.110023 -7.920433 -2.498294 -0.0047 -3.3152 0.9796 -0.54
H -29.179297 -5.915105 -1.209811 0.8928 0.2197 -0.1569 0.28
H -30.433941 -6.538118 -2.095286 -0.3114 0.1466 -0.5599 0.35
H -29.593528 -5.053152 -2.734969 -0.5152 0.1690 0.3549 0.35
H -29.162650 -7.089822 -4.040975 0.1111 -0.6015 0.0067 0.28
H -26.485768 -6.682497 -3.798164 -0.2154 -0.6364 0.2745 0.35
H -27.047814 -5.507939 -2.642645 0.2314 0.3774 -0.0918 0.33
H -27.320705 -5.401675 -4.410405 -0.8218 0.4667 0.2026 0.36
H -27.439882 -7.657713 -1.863083 0.0967 0.0736 0.0552 0.32
C -30.836126 -1.978632 1.211144 0.4136 -0.2337 0.1335 -1.25
C -30.860064 -0.893289 2.257358 1.2731 0.4565 -0.3651 0.54
C -29.568169 -0.032487 2.243611 0.3254 -0.5222 0.5929 -1.40
O -31.929555 -0.038373 1.959517 -0.8305 0.7344 0.0738 -0.54
H -31.761480 -2.537518 1.350703 0.1275 -0.2231 -0.5012 0.32
H -29.956714 -2.616490 1.299810 -0.1176 -0.2715 0.2626 0.34
H -30.755610 -1.532513 0.219883 -0.3584 0.0254 -0.0897 0.28
H -31.111954 -1.328569 3.224406 0.4467 0.0707 0.2014 0.28
H -29.537215 0.705522 3.045153 -0.3817 0.1594 -0.0857 0.35
H -29.434752 0.466631 1.283825 -0.4053 0.1774 -0.1633 0.40
H -28.622075 -0.562067 2.355587 -0.1757 -0.5956 0.1123 0.34
H -31.565776 0.621185 1.364331 -0.3053 0.1962 -0.1476 0.35
C -34.204388 -3.401344 6.715505 -0.6554 0.1639 0.2538 -1.34
C -34.911478 -3.834554 5.392487 1.9583 1.4553 1.1863 0.50
C -34.309061 -5.066772 4.805216 -0.4584 -0.1570 0.1592 -1.17
O -36.308027 -3.952103 5.595218 0.4313 0.2028 -0.2871 -0.54
H -34.315594 -4.111214 7.535144 -0.2350 -0.2522 -0.1006 0.34
H -34.612857 -2.454644 7.069086 -0.4459 -0.0432 -0.0360 0.33
H -33.140185 -3.167787 6.683431 0.1360 -0.4105 -0.7720 0.36
H -34.643967 -3.025302 4.713033 -0.5678 0.4222 -0.2873 0.23
H -34.574536 -5.835756 5.530667 0.5064 -0.5960 -0.3539 0.31
H -33.242398 -4.908876 4.645834 0.0264 -0.3536 0.2067 0.31
H -34.774329 -5.252501 3.837152 0.0016 -0.3273 -0.0160 0.34
H -36.634899 -3.856794 4.697633 -0.6753 -0.0975 0.0430 0.34
C -32.147496 3.307132 8.431221 0.1088 0.0111 0.9734 -1.24
C -31.515554 1.954649 8.812587 0.2452 1.8833 -1.0503 0.45
C -30.972066 1.196288 7.632355 -0.5993 -0.9817 0.4707 -1.26
O -30.493367 2.181292 9.789206 -0.6829 -0.4407 0.1285 -0.55
H -33.079695 3.235033 7.870949 0.1864 -0.1991 -0.2944 0.37
H -31.442499 3.992977 7.961444 -0.0007 -0.1052 -0.2010 0.28
H -32.420577 3.739077 9.393996 -0.0547 0.3171 -0.0045 0.33
H -32.366978 1.376627 9.171848 0.4621 -0.3091 0.7893 0.26
H -31.834742 1.140196 6.968470 0.3465 -0.4721 -0.4794 0.31
H -30.737808 0.231932 8.083156 -0.0163 -0.4690 -0.6015 0.34
H -30.072471 1.506850 7.100944 -0.1380 0.6976 0.1782 0.38
H -29.690237 2.329157 9.284514 0.1632 0.0576 0.0807 0.33
C -23.682432 -8.293989 8.977347 1.3386 0.3136 -0.6045 -1.48
C -23.643380 -9.450694 9.972928 -2.1613 0.6984 -0.2065 0.65
C -22.305381 -9.570273 10.655463 -0.8878 -0.3875 -0.0434 -1.15
O -24.670824 -9.213563 10.964237 0.6074 -0.2698 0.4708 -0.55
H -23.560693 -7.313031 9.436697 -0.2005 -0.0743 0.5669 0.36
H -24.498865 -8.192002 8.262413 -0.3392 -0.5485 0.3037 0.42
H -22.776953 -8.360748 8.374224 0.0974 -0.1493 -0.3550 0.37
H -23.923536 -10.369444 9.457653 0.1988 -0.2300 -0.1345 0.17
H -21.689218 -10.219214 10.033110 0.5611 0.6985 -0.1502 0.33
H -22.407165 -10.131115 11.584555 -0.1323 0.3287 0.1816 0.34
H -22.012853 -8.532990 10.818461 0.8709 -0.3496 0.1906 0.27
H -25.452825 -8.828583 10.561926 0.0098 -0.0083 -0.2167 0.28
C -26.590765 -4.175416 11.624670 1.4277 1.2605 -0.4513 -1.29
C -27.906387 -3.951598 12.274198 -0.5236 1.7122 0.9709 0.46
C -29.091299 -3.389426 11.491291 0.9060 0.6595 -0.9021 -1.17
O -28.297363 -5.117083 12.873357 -0.9735 -2.1137 0.5107 -0.55
H -26.099427 -3.209084 11.511088 -0.0447 0.2813 -0.6094 0.37
H -26.576364 -4.689831 10.663816 -0.2104 -0.1624 0.0617 0.31
H -25.903045 -4.636241 12.333752 -0.3173 -0.5800 -0.0342 0.35
H -27.738867 -3.297222 13.129662 0.1660 0.4386 -0.0271 0.26
H -29.298602 -4.051051 10.650235 -0.4908 -0.3039 0.1287 0.27
H -28.856600 -2.444913 11.000465 0.2768 0.2239 0.0622 0.33
H -29.953803 -3.168755 12.120177 0.0459 -0.5406 0.0167 0.30
H -28.477747 -5.668631 12.108613 -0.2811 -0.9572 0.2074 0.35
C -18.408011 -3.727583 10.692544 -0.7904 -0.6428 -0.3866 -1.23
C -19.103540 -4.613943 9.613103 -0.6616 1.2740 0.0338 0.58
C -20.137083 -3.727820 8.795194 0.5157 -0.8434 -0.0509 -1.29
O -18.167511 -5.275084 8.777436 0.2164 0.6262 -0.8939 -0.55
H -17.830537 -4.399012 11.328001 0.3033 0.2977 0.1239 0.38
H -19.151373 -3.224447 11.310901 -0.1840 -0.2722 0.1300 0.34
H -17.816602 -2.904778 10.290882 0.2761 -0.3690 -0.3302 0.33
H -19.611043 -5.461237 10.074227 -0.6510 0.4570 0.5594 0.11
H -20.897480 -3.275097 9.431546 0.2811 -0.0503 0.4198 0.35
H -20.723838 -4.268924 8.052874 0.2466 -0.5160 0.0392 0.33
H -19.676665 -2.923192 8.221885 0.4325 0.0140 0.2521 0.35
H -17.444401 -5.603175 9.316944 0.0037 0.0166 0.1036 0.31
C -23.834513 2.363275 7.161152 0.7940 -0.8180 0.2608 -1.24
C -24.241029 2.278612 8.635027 2.3433 -0.3033 -0.7466 0.69
C -23.180907 2.718617 9.643454 1.1730 -2.0076 0.4669 -1.47
O -25.216087 3.176445 8.731263 -4.0469 3.2786 0.6076 -0.53
H -24.560160 1.791721 6.582474 0.0454 0.2649 -0.2501 0.30
H -22.843320 1.938919 7.001298 -0.0043 -0.2615 -0.0958 0.33
H -23.777378 3.402498 6.837345 -0.2592 -0.0372 0.0854 0.30
H -24.716586 1.322186 8.852289 0.8532 -0.7041 0.1841 0.16
H -23.424237 2.278289 10.610416 -0.4307 0.4302 0.3336 0.41
H -22.980964 3.784452 9.753500 -0.4073 0.0330 -0.3919 0.40
H -22.220595 2.226518 9.489390 0.2278 0.1048 -0.4497 0.35
H -25.178943 3.610416 9.586771 -0.3085 0.0074 -0.0062 0.30
C -22.278352 -1.174502 1.379374 0.7301 0.2837 -1.5643 -1.37
C -23.727491 -1.511395 1.493398 -1.4858 0.4657 -0.6434 0.68
C -24.575802 -1.277794 0.187047 0.0779 0.3954 0.1871 -1.23
O -23.836965 -2.867756 1.802201 0.2654 -1.0029 0.5857 -0.54
H -22.173416 -0.107106 1.185051 0.0505 0.0832 0.0778 0.36
H -21.931885 -1.675427 0.475417 0.3008 -0.0365 -0.1494 0.31
H -21.566270 -1.457120 2.154723 -0.6716 -0.1121 0.4277 0.35
H -24.151272 -0.881719 2.275705 -0.2905 -0.0164 0.2904 0.17
H -24.303914 -1.953985 -0.623472 0.5255 0.0760 0.0570 0.32
H -24.616096 -0.252871 -0.181749 0.6700 0.1774 -0.0078 0.37
H -25.644101 -1.462221 0.300319 -0.0885 -0.3781 0.7656 0.30
H -24.742709 -3.088851 2.031023 -0.1206 0.0355 0.0120 0.29
```
Forces are in eV/Å.

Total charge = 0
Maximum force = 5.87 eV/A
HOMO level = -9.746 eV
DFT total energy = -68286.561 eV